Here is a structure of composition C18H29N2O2P2Zr at a distorted geometry from the OMol25 dataset. Energies are from ωB97M-V with the def2-TZVPD basis set.

Computed properties:
Multiplicity: 1
Gap between HOMO and LUMO (alpha / beta) (eV): 5.60 / 5.36
Energy relative to the best compared isomer or geometry (same formula, charge and spin) (kcal per mole): 0.0
LUMO level (alpha / beta) (eV): -3.26 / -3.30
Total charge: +1
HOMO level (alpha / beta) (eV): -8.9 / -8.7

Geometry as XYZ:
```
54
Properties=species:S:1:pos:R:3:forces:R:3
O 0.98429 -1.54547 -1.94469 0.81 -0.29 -1.08
H 1.46163 -1.98204 -2.65107 -0.13 0.04 0.08
C 1.28924 2.61693 -1.23568 -0.30 -0.17 -0.19
H -0.45603 -2.58496 -0.95972 -1.39 0.64 1.75
C -0.33387 -1.69543 3.09960 1.16 -0.57 0.07
H 1.25501 -3.97627 1.09692 0.04 -0.18 0.45
H -0.34492 -4.34838 5.13788 0.07 0.19 -0.32
H 4.34804 0.64684 1.82065 -0.31 0.14 0.18
H 2.87190 -0.11448 2.51008 0.14 0.19 -0.07
H -1.81186 -1.79172 -6.18369 0.02 -0.12 -0.09
C -2.98216 0.75883 1.38365 -0.08 -0.17 0.43
H 0.77065 -5.36164 3.19894 -0.08 0.38 -0.03
H -1.96660 3.89552 -2.84040 0.31 0.07 0.11
C -1.04105 2.43916 -1.59239 0.40 -0.20 -0.13
P -2.29660 0.25050 -0.22280 -0.32 0.75 -0.28
P 2.58910 0.47511 0.21244 -0.14 0.68 -1.49
C -2.37794 1.86495 -1.15208 0.23 0.02 0.53
C 3.25078 0.69209 1.87039 0.06 -0.07 0.38
H 2.27023 4.30648 -2.06670 -0.21 0.02 -0.08
H -0.02391 0.41711 3.15995 0.22 -0.36 -0.12
O -2.54246 -1.72966 -5.56167 0.04 0.80 0.29
H -0.85769 -2.26981 -0.30411 0.72 -1.17 -1.55
C 0.17638 4.22267 -2.63623 -0.05 -0.26 0.10
C -1.02351 3.55663 -2.41277 -0.07 0.19 0.00
H 4.87522 0.27820 -0.48300 -0.06 -0.25 -0.15
H -2.60567 0.09219 2.16554 -0.10 0.16 -0.14
H -3.74652 -1.65574 -0.46842 -0.02 0.20 -0.12
C -0.58145 -2.37645 4.24525 -0.43 -0.46 0.46
C 0.75068 -3.56987 1.97644 -0.05 -0.31 -0.33
H 0.20835 5.09258 -3.28213 0.01 -0.04 0.08
C 1.32551 3.77645 -1.99093 0.12 0.15 -0.07
H 2.69507 2.84485 0.39019 -0.18 0.20 -0.51
H 2.92413 1.66272 2.26772 0.14 -0.34 0.04
H -4.07916 0.72165 1.36009 0.24 0.10 -0.08
C 2.53098 2.18329 -0.47753 0.82 0.43 0.07
H 4.06420 -1.32479 -0.41865 0.03 0.29 -0.12
H -3.02924 1.74960 -2.00362 -0.26 0.02 -0.37
H -2.58702 -0.77693 -5.35554 -0.05 -0.67 -0.20
C 0.48468 -0.92451 1.42014 -2.03 0.24 -0.96
C 3.95586 -0.27351 -0.72015 0.34 -0.10 0.02
H 3.41253 2.28363 -1.12810 -0.24 0.29 0.14
H -2.86478 2.57984 -0.46146 0.24 -0.03 -0.51
H -2.65791 1.77923 1.61773 -0.01 -0.25 0.04
H -3.46786 -0.84947 -2.03061 -0.08 -0.04 0.25
H -1.07442 -1.90271 5.09418 0.21 -0.27 -0.02
C -3.66651 -0.68045 -0.96426 -0.08 -0.26 -0.23
H 3.75993 -0.22729 -1.79990 -0.01 -0.04 0.35
C 0.34812 -2.26121 1.98396 -0.10 0.81 1.34
C -0.16516 -3.74162 4.24778 -0.10 0.31 -0.17
C 0.47646 -4.30989 3.14692 -0.16 -0.26 0.02
N 0.13453 1.89565 -1.15344 -0.27 0.94 0.84
Zr 0.28896 -0.30167 -0.64963 0.53 -1.38 1.89
N -0.30814 -0.37427 2.58857 0.19 0.13 -0.44
H -4.60999 -0.13242 -0.84365 0.22 -0.15 -0.05
```
Forces are in eV/Å.

Partial charges, Mulliken, in e: -0.753, 0.205, 0.615, 0.209, 0.369, 0.422, 0.385, 0.432, 0.348, 0.316, -1.260, 0.380, 0.485, 0.638, 1.129, 1.059, -1.335, -1.357, 0.484, 0.218, -0.619, -0.132, -0.473, -0.785, 0.506, 0.216, 0.404, -1.089, -0.781, 0.444, -0.733, 0.440, 0.426, 0.416, -1.295, 0.397, 0.553, 0.307, 0.004, -1.544, 0.534, 0.453, 0.407, 0.373, 0.460, -1.437, 0.332, 0.596, -0.364, -0.578, 0.036, 0.283, -0.187, 0.442

***

Here is the ion C18H29N2O4 with charge +1 from the OMol25 dataset. Energies are from ωB97M-V with the def2-TZVPD basis set.

Computed properties:
Multiplicity: 1
Gap between HOMO and LUMO (eV): 8.42
Energy relative to the best compared isomer or geometry (same formula, charge and spin) (kcal per mole): 66.2
Structure (SMILES): CCCOC[N@@H+]1CO[C@H](CCO)[C@@H]1CCC(=O)Nc1ccccc1
LUMO level (eV): -3.01
Total charge: +1
HOMO level (eV): -11.4

Geometry as XYZ:
```
53
Properties=species:S:1:pos:R:3:forces:R:3
H -2.18933 -0.08042 1.33782 -0.23 0.04 -0.15
C 4.23522 0.00208 -4.17020 0.15 -0.14 -0.16
C 1.59948 0.24975 -0.41231 -0.22 0.30 0.26
H 2.19043 -0.47329 0.15702 -0.05 -0.11 -0.12
O -1.08633 2.15372 2.53676 0.04 -0.08 -0.04
H 4.50347 1.01283 -4.44581 -0.05 0.03 0.07
H -4.25547 -1.90720 1.26975 0.01 0.00 -0.02
C 0.79805 1.04275 3.65103 0.10 -0.03 0.02
H 3.30671 -3.59371 -3.13843 0.00 0.00 0.00
H 1.78851 1.22681 -3.08384 -0.05 -0.10 0.00
C 0.54332 0.74751 5.12352 -0.13 0.03 0.14
H -1.19683 1.24302 -1.09049 -0.08 0.02 -0.01
H -5.13405 0.68229 -0.69365 0.08 0.07 0.00
H -5.03930 -1.40921 -1.59922 0.10 0.01 -0.08
C 4.53478 -2.37689 -4.40653 0.05 0.17 -0.07
H -1.16065 0.24018 3.28780 0.09 -0.09 0.00
H 5.03042 -3.21433 -4.87878 -0.01 -0.02 0.03
O -0.43711 1.61799 5.66508 0.05 0.01 -0.13
H -5.56299 -2.61528 0.33912 -0.02 0.07 0.05
H -1.63965 -0.46890 -0.92844 -0.05 -0.05 0.14
H -3.01406 1.95927 1.80356 -0.06 0.06 -0.10
H 1.46451 0.90684 5.68436 0.02 -0.01 -0.04
H 0.89666 -0.29469 -1.04412 0.09 -0.02 -0.10
C 3.26229 -0.20463 -3.20217 0.16 -0.01 -0.04
O -3.16264 0.94309 -0.92265 0.11 0.16 0.11
H -0.02366 -0.68964 1.38655 -0.13 0.00 -0.24
N 2.66151 0.97860 -2.63479 -0.17 -0.05 0.07
C 2.92979 -1.50765 -2.83695 0.03 0.01 -0.01
H -1.27774 1.16266 5.74300 -0.02 -0.02 0.08
C 0.84463 1.15299 0.57908 -0.14 -0.42 -0.25
C 4.86195 -1.07737 -4.77795 -0.08 -0.08 0.06
H 0.26028 -0.30109 5.26392 -0.01 0.01 -0.04
C -0.21861 0.38481 1.36040 0.16 -0.02 0.46
H -3.32911 -1.56091 -1.34352 0.04 0.13 -0.03
C 3.57124 -2.58676 -3.43305 -0.01 0.05 0.01
C -4.23458 0.15810 -0.37906 -0.27 -0.22 -0.07
N -1.63235 0.63031 0.86331 0.40 0.07 0.14
H 1.54659 1.58658 1.28644 0.03 0.11 -0.13
H -3.93068 -3.22061 0.15140 -0.05 -0.01 -0.06
C -4.26265 -1.30112 -0.84335 -0.10 -0.23 0.13
H 0.38351 1.97092 0.02306 0.09 0.20 0.19
H 1.55583 0.34086 3.28880 0.09 0.07 0.03
C -4.51885 -2.31382 0.28798 0.07 0.02 0.01
H 1.19701 2.05327 3.55652 -0.02 0.00 -0.11
O 3.28417 1.86642 -0.61616 -0.11 -0.23 -0.15
H 5.61418 -0.90138 -5.53619 -0.02 -0.01 0.02
C -1.97583 1.98808 1.47500 0.28 -0.11 0.22
H -4.22274 0.21231 0.71694 0.09 0.02 0.03
C 2.58804 1.09212 -1.21614 0.28 0.23 0.15
C -0.43248 0.89834 2.78279 -0.29 0.18 0.10
H 2.16871 -1.70801 -2.09508 -0.01 0.06 0.01
H -1.79771 2.75286 0.72154 -0.21 0.03 -0.05
C -1.88588 0.54955 -0.61370 -0.02 -0.08 -0.31
```
Forces are in eV/Å.

Partial charges, Mulliken, in e: 0.444, -0.300, -0.220, 0.492, -0.406, 0.434, 0.323, -1.082, 0.370, 0.285, -0.915, 0.267, 0.428, 0.460, -0.435, 0.454, 0.390, -0.524, 0.328, 0.325, 0.367, 0.412, 0.219, 0.308, -0.404, 0.713, -0.226, -0.014, 0.323, -1.331, -0.557, 0.389, 0.065, 0.210, -0.773, -0.456, -0.005, 0.611, 0.306, -0.269, 0.334, 0.372, -1.168, 0.473, -0.485, 0.376, -0.402, 0.190, 0.037, 0.152, 0.261, 0.373, -0.520

***

Here is a structure of composition C18H29N2O6P2V at a distorted geometry from the OMol25 dataset. Energies are from ωB97M-V with the def2-TZVPD basis set.

Computed properties:
Multiplicity: 2
Gap between HOMO and LUMO (alpha / beta) (eV): 6.98 / 7.81
Energy relative to the best compared isomer or geometry (same formula, charge and spin) (kcal per mole): 0.0
LUMO level (alpha / beta) (eV): -4.99 / -4.14
Total charge: +1
HOMO level (alpha / beta) (eV): -12.0 / -12.0

Geometry as XYZ:
```
58
Properties=species:S:1:pos:R:3:forces:R:3
P 2.30364 -0.42398 -0.83123 0.13 -0.03 -1.03
H -3.94936 1.25762 -1.49174 0.17 0.19 0.13
H -1.55075 2.17207 6.06384 0.11 -0.06 -0.06
C -1.36410 -1.60091 -4.44303 0.34 0.16 0.11
C -0.82327 1.17576 4.28426 0.05 -0.33 -0.04
C -0.24260 0.53018 6.53207 0.12 -0.32 -2.12
H 4.26217 -1.76149 -0.54050 -0.23 -0.13 0.09
O -1.07467 1.68116 8.33317 1.30 -1.70 -0.93
C -2.93416 1.35382 -1.08601 0.19 0.21 0.28
H 2.36108 0.60725 -2.88112 -0.04 0.16 -0.50
H -0.20597 2.35699 -2.14016 0.02 -0.49 0.66
H 3.21710 -0.94143 -3.05830 -0.33 0.18 0.03
C 1.01180 -1.42440 -4.59712 -0.09 0.23 0.39
C -1.27595 -1.25113 -3.08986 -0.68 -0.44 -1.21
C -0.20925 -1.67657 -5.21764 0.40 0.00 0.59
C 1.04629 -1.04004 -3.25530 0.51 0.54 -0.50
H -2.32980 -1.77983 -4.89768 0.00 -0.01 0.14
C 0.04957 -0.09792 2.26986 0.40 -0.27 1.29
C -0.93740 1.37872 5.65497 0.36 -0.37 0.29
H -3.37491 -0.66758 -2.84911 0.47 -0.52 0.12
O 0.26465 -0.01170 8.72423 -1.05 1.26 -1.86
O 2.15071 2.35330 -3.64322 -0.28 -0.10 -0.85
H -0.20136 -1.55313 -0.11491 -0.46 -2.25 0.28
C -2.57076 -1.18687 -2.28832 0.22 -0.20 0.06
H -3.22394 -2.09209 0.57780 -0.03 0.13 -0.02
H 1.17758 2.30570 -3.59327 0.02 0.19 0.11
H 1.95812 -1.42166 -5.12265 -0.15 -0.13 -0.17
H 4.42179 0.72285 -0.56809 -0.31 0.17 0.06
H -4.46226 -0.88087 0.12137 0.08 -0.03 0.01
H 3.08868 1.85731 -1.05098 0.11 -0.32 0.17
H 0.01143 1.69813 -0.72638 0.44 -0.45 0.01
N -0.08252 -0.97560 -2.53005 -0.76 0.77 1.19
O 0.99050 -0.82455 1.82438 -1.61 1.50 -1.02
H -3.29205 -0.53705 1.42627 -0.04 -0.04 -0.11
C 0.66313 -0.70844 4.67275 -0.34 0.33 -0.27
C 3.19841 -1.88562 -0.30218 -0.08 -0.27 0.41
H 2.30672 2.15908 -4.58577 0.20 0.27 0.48
O -0.85864 0.48533 1.57618 1.22 -0.89 -1.68
C 2.31251 -0.45448 -2.65888 0.13 -1.08 0.22
H -2.90230 -2.20822 -2.01671 0.12 0.38 -0.36
H 1.06769 -1.15261 6.75547 -0.02 0.07 -0.12
H -0.22833 -1.91231 -6.27683 -0.17 -0.02 0.15
C 3.36488 0.99304 -0.42900 -0.19 0.09 0.28
C -3.43272 -1.02543 0.45861 -0.08 -0.25 0.52
H 3.16556 1.24270 0.62121 0.27 0.03 -0.19
H 1.29161 -1.50710 4.29063 -0.14 0.12 0.00
C 0.55388 -0.51551 6.04548 -0.26 0.40 0.14
H -2.24636 1.85218 -1.79173 -0.57 -0.26 0.24
H -1.34973 1.83815 3.59962 0.13 -0.21 0.13
V -0.06644 -0.10768 -0.50143 2.12 2.55 2.90
N -0.35196 0.73983 7.93606 -0.42 0.65 3.76
H 2.79218 -2.76309 -0.81653 0.10 0.12 0.13
C -0.04442 0.12068 3.77884 0.18 0.05 0.18
H -2.92661 1.91111 -0.13932 -0.13 0.01 -0.29
P -2.30383 -0.30149 -0.71746 -1.67 -0.17 -1.13
H 3.04461 -2.00389 0.77842 0.18 -0.06 -0.27
O -0.64374 2.47712 -2.99710 0.30 -0.23 -0.40
H -0.61612 3.42461 -3.07589 -0.26 0.87 -0.44
```
Forces are in eV/Å.

Partial charges, Mulliken, in e: 1.316, 0.520, 0.487, -0.853, -0.397, -0.035, 0.438, -0.571, -1.315, 0.133, 0.151, 0.601, -0.891, 0.481, -0.559, 0.672, 0.493, 0.960, -0.506, 0.512, -0.570, -0.659, 0.228, -1.217, 0.413, 0.449, 0.520, 0.453, 0.426, 0.364, -0.236, 0.174, -0.590, 0.333, -0.400, -1.287, 0.330, -0.761, -1.069, 0.456, 0.485, 0.444, -1.288, -1.319, 0.366, 0.420, -0.486, 0.367, 0.409, -0.833, 0.929, 0.357, 0.301, 0.317, 1.618, 0.347, -0.766, 0.341

***

Here is a structure of composition C18H29N4O2S4V at a distorted geometry from the OMol25 dataset. Energies are from ωB97M-V with the def2-TZVPD basis set.

Computed properties:
Multiplicity: 2
Gap between HOMO and LUMO (alpha / beta) (eV): 4.56 / 5.49
LUMO level (alpha / beta) (eV): -11.57 / -10.66
Total charge: +3
HOMO level (alpha / beta) (eV): -16.1 / -16.1

Geometry as XYZ:
```
58
Properties=species:S:1:pos:R:3:forces:R:3
H 3.86139 -2.62248 -3.25914 0.01 0.00 0.00
H -2.45853 -0.49905 3.51162 0.01 -0.01 0.01
H -2.56454 -3.08637 0.95705 -0.04 -0.02 -0.04
H 1.87948 3.14018 0.62779 -0.02 0.00 0.01
H 0.96189 -1.72114 4.46403 0.02 -0.04 0.02
O -0.32539 1.11679 -4.48447 -0.04 0.04 0.27
H -0.76982 1.64043 2.79770 -0.01 0.01 0.02
C -0.49892 -3.10907 1.53139 0.00 0.08 -0.04
H 3.62953 -0.29034 0.20656 0.00 0.01 0.02
C 2.88202 -3.94409 -1.83342 0.02 -0.03 0.01
H 3.11033 1.23348 -0.58510 -0.01 -0.01 0.00
S 1.55186 -2.02211 -3.19212 0.04 -0.03 -0.17
C -2.31730 0.28469 2.77025 0.09 0.00 -0.05
C 3.44744 0.77315 0.34100 -0.02 0.00 -0.05
H -1.60651 2.98799 -5.57083 -0.02 0.02 0.03
H -3.78458 -0.61210 1.47233 -0.03 -0.05 -0.01
N 0.27683 0.04884 -2.02156 -0.32 0.37 0.27
S 2.20376 0.97240 1.63468 0.13 0.10 0.21
N -0.84486 0.62576 2.73380 0.09 -0.18 0.23
H 4.35748 1.24815 0.70329 0.00 0.02 0.01
S 2.52574 -2.72217 -0.53111 0.04 -0.13 0.16
H 0.85034 0.60708 3.99302 0.05 0.05 -0.04
C 2.94009 -3.19147 -3.14432 -0.03 -0.06 -0.03
C 1.52941 -1.72794 -1.51261 -0.07 0.47 0.20
C -1.66989 3.01653 -4.49079 -0.12 0.20 -0.18
H 1.11688 3.03090 2.23743 0.02 0.00 0.03
C -0.99802 2.03275 -3.77466 0.17 -0.28 -0.20
H 2.87342 3.20367 2.11658 0.03 0.00 0.00
V 0.07975 0.01846 0.93014 0.11 -0.62 -0.06
H 3.83472 -4.40949 -1.58526 0.01 0.00 0.00
H -1.85104 3.08909 -0.63263 0.01 -0.02 -0.01
H -2.88701 1.14530 3.11312 -0.01 0.05 0.03
C 0.18637 -1.43049 3.75826 -0.05 0.01 -0.03
H -0.15881 -3.43002 0.54718 0.03 -0.02 -0.03
H -3.03329 4.79669 -1.93372 0.01 0.00 -0.03
C -2.38782 3.98829 -3.83503 -0.02 0.04 -0.07
C -1.81084 3.07038 -1.71517 0.17 -0.22 0.08
H -0.64192 0.23238 4.82650 -0.06 0.02 0.04
C -2.79873 -0.15293 1.39800 0.15 -0.03 0.03
N -1.79449 -1.10437 0.82897 0.16 0.10 0.18
H 2.09639 -4.69657 -1.81464 -0.02 -0.02 -0.02
S 0.78836 -1.94703 2.08560 0.18 -0.55 0.51
H 0.11035 0.47456 -3.90045 -0.05 0.09 -0.11
H -2.87983 0.69502 0.72021 0.01 0.03 -0.04
H -0.48899 -3.97776 2.18919 0.00 -0.01 0.01
O -0.44530 1.10825 -0.21602 -0.56 1.18 -0.83
H 2.82839 -3.86476 -3.99377 0.01 0.00 0.00
H -2.90428 4.74281 -4.41417 0.01 -0.01 0.00
H -2.24947 -2.31679 2.48923 -0.02 0.01 0.01
H -1.99899 -1.22712 -0.16203 0.02 0.02 -0.02
C -2.46503 4.02371 -2.43115 -0.07 0.10 -0.15
C -1.06467 2.05100 -2.36843 -0.24 0.38 0.45
C -0.08580 0.06317 3.90459 -0.05 -0.04 -0.14
C -0.40214 1.06883 -1.59027 0.43 -0.78 -0.53
C -1.85744 -2.44548 1.48377 0.00 0.02 -0.03
N 0.81919 -0.71213 -0.99841 -0.07 -0.29 0.15
H -0.69041 -2.03973 3.97246 -0.01 0.01 -0.01
C 1.99322 2.77228 1.64558 -0.07 0.00 -0.08
```
Forces are in eV/Å.

Partial charges, Mulliken, in e: 0.352, 0.373, 0.516, 0.344, 0.602, -0.575, 0.370, -0.532, 0.232, -0.676, 0.303, 0.046, -0.803, -0.938, 0.499, 0.472, -0.342, 0.279, 0.027, 0.493, 0.092, 0.409, -0.611, -0.250, -0.739, 0.305, 0.541, 0.466, 0.399, 0.469, 0.315, 0.504, -0.516, 0.357, 0.469, -0.430, -0.458, 0.481, -0.471, -0.053, 0.335, -0.053, 0.393, 0.248, 0.580, -0.177, 0.457, 0.434, 0.309, 0.410, -1.007, 0.040, -0.913, 0.914, -0.964, 0.261, 0.414, -1.001

***

no.,calculated total energy (a.u.)
1,-1692.7265
2,-1113.4544
3,-2890.5971
4,-3608.6274